# 1
C31H7Cl60FO2 | the ωB97M-V functional and the def2-TZVPD basis

As for the HOMO energy: -8.96 eV. Its net charge is 0. The gap between HOMO and LUMO comes out at 0.25224 Ha. The spin multiplicity is 1.

Cartesian coordinates (Å):
C -9.6645 1.3288 -12.7699
C -9.4794 0.2120 -11.9069
C -8.7190 -0.8606 -10.8766
C -7.5841 -1.9491 -11.3526
C -6.8604 -2.9340 -10.2185
C -7.2762 -2.8281 -8.6196
C -8.4652 -1.7392 -8.1750
C -9.1944 -0.7395 -9.2782
C -8.8473 -1.7472 -6.5479
O -10.1234 -1.7013 -6.0919
C -7.5246 -1.8690 -5.5318
C -7.3438 -0.9797 -4.1515
C -5.9353 -1.2042 -3.2889
C -4.7388 -2.2403 -3.7240
F -3.4856 -2.3382 -2.8957
C -4.9427 -3.1157 -5.0951
C -6.3149 -2.9302 -5.9868
C -6.5695 -3.7543 -7.4196
O -6.2016 -5.0389 -7.6082
H -10.0298 2.3085 -13.3394
H -7.2764 -2.0411 -12.4830
H -6.0345 -3.7377 -10.4828
H -10.0260 0.0335 -8.9171
H -8.1674 -0.2146 -3.8192
H -5.7891 -0.5510 -2.3097
H -4.1366 -3.8834 -5.4919
C -5.8200 -6.7654 -3.8298
Cl -5.2195 -7.5208 -5.3276
Cl -4.7682 -7.2281 -2.4681
Cl -5.8094 -4.9932 -4.0129
Cl -7.4830 -7.3195 -3.5107
C -3.7089 -0.2852 0.2651
Cl -3.4233 0.1737 -1.4327
Cl -2.9349 0.9060 1.3405
Cl -5.4615 -0.3222 0.5835
Cl -3.0159 -1.8982 0.5690
C -2.4376 -2.0166 4.5855
Cl -1.0622 -0.8908 4.7097
Cl -3.8562 -1.1522 3.9412
Cl -2.0114 -3.3567 3.4915
Cl -2.8208 -2.6665 6.1995
C 0.8027 -3.9615 7.2199
Cl -0.3948 -4.5878 8.3811
Cl 0.6954 -2.1840 7.1568
Cl 2.4389 -4.4396 7.7381
Cl 0.4711 -4.6342 5.6038
C 3.3093 -0.1076 9.3580
Cl 4.9952 0.2684 9.7950
Cl 2.8684 0.7774 7.8757
Cl 3.1455 -1.8590 9.0750
Cl 2.2279 0.3830 10.6864
C 6.0805 3.2732 12.2489
Cl 5.9834 1.5958 12.8420
Cl 7.7284 3.5985 11.6546
Cl 4.9144 3.5022 10.9214
Cl 5.6959 4.3961 13.5777
C 9.1267 2.4949 7.9971
Cl 9.7273 1.7395 6.4993
Cl 10.1785 2.0321 9.3588
Cl 9.1373 4.2671 7.8141
Cl 7.4637 1.9408 8.3162
C -4.2504 0.6048 -7.1012
Cl -4.6268 -0.9152 -6.2511
Cl -5.6272 1.7258 -6.9511
Cl -2.7998 1.3456 -6.3791
Cl -3.9480 0.2629 -8.8234
C 13.4164 3.7521 11.7225
Cl 13.7021 4.2110 10.0248
Cl 14.1904 4.9433 12.7980
Cl 11.6638 3.7150 12.0410
Cl 14.1095 2.1391 12.0265
C 9.1389 0.5970 2.2744
Cl 10.8248 0.9730 2.7113
Cl 8.6980 1.4820 0.7921
Cl 8.9751 -1.1544 1.9914
Cl 8.0575 1.0876 3.6028
C -9.9664 0.5337 -16.9833
Cl -8.8751 1.6081 -17.8939
Cl -9.0107 -0.4811 -15.8734
Cl -11.1203 1.5153 -16.0456
Cl -10.8593 -0.5079 -18.1201
C -1.7296 -3.7461 -8.2190
Cl -2.8655 -3.7100 -6.8467
Cl -0.0746 -3.4524 -7.6278
Cl -1.8036 -5.3411 -9.0094
Cl -2.1746 -2.4808 -9.3918
C 14.1109 7.1350 7.1031
Cl 14.7115 6.3796 5.6053
Cl 15.1627 6.6723 8.4648
Cl 14.1215 8.9073 6.9201
Cl 12.4479 6.5809 7.4222
C 17.9569 4.5910 14.5164
Cl 19.0482 5.6655 13.6058
Cl 18.9126 3.5762 15.6263
Cl 16.8031 5.5727 15.4541
Cl 17.0641 3.5495 13.3795
C -7.8832 2.8035 -1.4815
Cl -6.5078 3.9293 -1.3572
Cl -9.3018 3.6679 -2.1258
Cl -7.4569 1.4634 -2.5755
Cl -8.2664 2.1536 0.1326



# 2
C2KLiO4 | the ωB97M-V functional and the def2-TZVPD basis

As for the HOMO energy (spin up / spin down): -4.88 / -4.89 eV. Its net charge is 0. The gap between HOMO and LUMO (spin up / spin down) comes out at 0.15897 / 0.15905 Ha. The calculation puts the energy relative to the best compared isomer or geometry (same formula, charge and spin) at 268.1 kJ/mol. The spin multiplicity is 1.

Cartesian coordinates (Å):
O -0.2596 2.1136 1.4531
C -1.3534 2.4524 1.2410
O -2.4738 2.6898 1.1142
O 1.8296 -1.5357 -0.9567
O -0.3048 -1.6559 -1.4179
C 0.8502 -1.1840 -1.7674
K 0.6983 -3.5523 -0.3278
Li 1.0134 0.6721 0.6615



# 3
C4H22BO19 | the ωB97M-V functional and the def2-TZVPD basis

As for the HOMO energy: -8.12 eV. Its net charge is -1. The gap between HOMO and LUMO comes out at 0.35225 Ha. The calculation puts the energy relative to the best compared isomer or geometry (same formula, charge and spin) at 320.7 kJ/mol. The spin multiplicity is 1.

Cartesian coordinates (Å):
O 1.9217 0.4259 2.8217
C 0.9230 -0.2087 2.4555
O -0.0640 0.4473 2.0979
B -0.8641 -0.5051 1.2291
O -0.0413 -1.7402 1.1959
C 0.9405 -1.5321 1.9692
O 1.6812 -2.4739 2.2130
O -0.9353 0.1362 -0.0732
C -2.1413 0.2642 -0.3627
O -2.5650 0.4624 -1.4591
C -2.9673 -0.2060 0.6807
O -2.2440 -0.6188 1.6390
O -4.1409 -0.3257 0.5771
O 0.6854 1.9449 -2.4703
H -0.0687 2.1397 -1.8548
H 0.5803 1.0081 -2.6084
O 4.5854 -0.7848 0.9995
H 3.8760 -1.4206 0.8856
H 5.1908 -0.9650 0.2897
O 3.8516 2.7468 0.4585
H 3.5235 2.3764 1.3072
H 4.7545 2.4465 0.4299
O -4.2905 -2.1152 -1.3788
H -3.3878 -1.8095 -1.5074
H -4.6437 -1.7476 -0.5975
O -5.8576 0.6126 -1.3877
H -6.1550 1.5113 -1.1880
H -5.4496 0.3141 -0.5883
O 3.4988 2.7012 3.2175
H 2.8743 1.9569 3.1696
H 2.9573 3.5068 3.0749
O 0.5219 2.8231 0.8577
H 1.1577 2.2867 0.3982
H -0.1365 2.1810 1.0543
O 0.2330 -0.6168 -3.0849
H 0.6898 -1.2931 -3.5902
H -0.5467 -0.9998 -2.6805
O -3.6864 2.4397 -2.6996
H -2.9455 2.6769 -3.2935
H -3.5013 1.6518 -2.1244
O 0.6191 -3.7185 -0.7693
H 1.2132 -3.0913 -1.1554
H 0.2757 -3.2918 0.0474
O 3.6660 -3.3743 0.6937
H 3.4615 -3.0313 -0.1589
H 2.9501 -3.1903 1.2701



# 4
C27H37N4 | the ωB97M-V functional and the def2-TZVPD basis

As for the HOMO energy: -9.88 eV. Its net charge is +1. The gap between HOMO and LUMO comes out at 0.19510 Ha. The calculation puts the energy relative to the best compared isomer or geometry (same formula, charge and spin) at 125.2 kJ/mol. The spin multiplicity is 1.

Cartesian coordinates (Å):
C 0.8542 4.8802 4.9684
N 0.3962 4.5661 3.6224
C 0.4333 5.6816 2.6836
C -0.0931 3.3412 3.2555
C -1.2526 3.2536 2.4235
C -1.7546 2.0177 2.0452
C -1.0390 0.8180 2.3185
C -1.3762 -0.4685 1.7906
C -2.4206 -0.7155 0.8821
C -3.2804 -1.8994 0.7743
C -3.3074 -3.1273 1.4117
C -4.1506 -4.1419 0.9153
C -5.0471 -3.8837 -0.1336
C -5.0586 -2.6281 -0.7772
C -4.1732 -1.6693 -0.3074
N -3.9332 -0.3794 -0.8002
C -4.6795 0.3430 -1.8185
C -2.9051 0.1913 -0.0948
C 0.0829 0.9172 3.2077
C 0.5094 2.1302 3.7101
H 0.6089 4.0685 5.6599
H 1.9401 5.0505 4.9908
H 0.3587 5.7990 5.3163
H 0.1514 5.3785 1.6744
H -0.2482 6.4811 3.0100
H 1.4522 6.0911 2.6422
H -1.7510 4.1713 2.1077
H -2.6834 1.9861 1.4835
H -0.9866 -1.2902 2.3848
H -2.6755 -3.2790 2.2845
H -4.1022 -5.1354 1.3682
H -5.7220 -4.6682 -0.4719
H -5.7376 -2.4049 -1.5939
H -5.3377 -0.3272 -2.3741
H -5.2892 1.1323 -1.3641
H -3.9949 0.8352 -2.5115
H -2.5417 1.1779 -0.3504
H 0.6268 0.0045 3.4703
H 1.3759 2.1775 4.3762
C 3.7682 0.3858 -3.4096
C 2.7330 0.3585 -4.5677
C 1.7592 -0.7741 -4.2189
N 1.9544 -1.0347 -2.8017
C 1.3453 -2.2247 -2.3127
C 1.5058 -2.5067 -0.8101
C 1.5039 -4.0368 -0.5481
C 0.9303 -4.2403 0.8721
C 0.2525 -2.8965 1.2156
N 0.4871 -1.9919 0.1090
C 3.3217 -0.7117 -2.4242
H 4.7913 0.2134 -3.7625
H 3.7471 1.3596 -2.9056
H 2.1941 1.3077 -4.6095
H 3.2087 0.1951 -5.5372
H 0.7130 -0.5217 -4.4111
H 1.9939 -1.6712 -4.8197
H 0.2726 -2.2065 -2.5642
H 1.7380 -3.1111 -2.8663
H 2.4906 -2.1163 -0.4936
H 0.8593 -4.5306 -1.2926
H 2.5284 -4.4520 -0.6203
H 0.2218 -5.0800 0.9255
H 1.7453 -4.4127 1.5947
H -0.8363 -3.0405 1.3206
H 0.6344 -2.5206 2.1868
H 0.5522 -1.0110 0.3546
H 3.9869 -1.5934 -2.5024
H 3.3604 -0.3706 -1.3817



# 5
C4H6FMnO4 | the ωB97M-V functional and the def2-TZVPD basis

As for the HOMO energy (spin up / spin down): -6.53 / -6.52 eV. Its net charge is 0. The gap between HOMO and LUMO (spin up / spin down) comes out at 0.20486 / 0.17840 Ha. The spin multiplicity is 7.

Cartesian coordinates (Å):
C 0.7836 -0.9069 -2.6971
O 1.4141 -0.0455 -1.8228
H -0.0979 -0.4508 -3.2056
H 1.4711 -1.2551 -3.5038
H 0.3908 -1.8219 -2.1939
C -0.5406 0.8485 2.3533
O 0.6494 1.0714 1.9112
C 0.7309 0.4430 0.3312
C -0.7712 0.4548 0.1028
O -1.3548 0.3520 1.4176
O -0.8103 0.5507 3.5223
F 1.2093 -0.8167 0.5979
H 1.3479 1.2852 0.0144
H -1.0933 1.4005 -0.3405
H -1.1165 -0.4069 -0.4741
Mn -2.2125 -0.7023 3.9871



# 6
C35H51BN10OPdS6 | the ωB97M-V functional and the def2-TZVPD basis

As for the HOMO energy: 0.17 eV. Its net charge is -2. The gap between HOMO and LUMO comes out at 0.13358 Ha. The spin multiplicity is 1.

Cartesian coordinates (Å):
Pd 1.1733 -0.5478 1.4887
C 2.3870 0.5678 -3.2573
C 1.3264 -0.3720 -3.8308
C 0.6716 0.3433 -5.0135
C 1.9361 -1.6811 -4.3308
N 0.2831 -0.6781 -2.8220
C -1.0697 -0.4748 -3.0250
C -1.7074 -0.9657 -1.9485
N -0.7931 -1.4999 -1.0722
B -1.0199 -2.1086 0.3627
N -1.4237 -3.6173 0.1979
C -2.5088 -3.9579 -0.5744
C -2.6600 -5.2965 -0.5549
N -1.6428 -5.7983 0.2444
C -0.8767 -4.7434 0.7102
S 0.4656 -4.8202 1.7197
C -1.4551 -7.2321 0.5448
C -2.5312 -8.0439 -0.1789
C -0.0927 -7.6985 0.0267
C -1.6161 -7.4760 2.0468
N -2.1605 -1.3446 1.1197
C -3.4046 -0.9921 0.6485
C -3.9785 -0.1326 1.5067
N -3.0954 0.0569 2.5547
C -1.9911 -0.7538 2.3524
S -0.7522 -1.0867 3.4224
C -3.3522 1.1645 3.5120
C -2.2650 1.3888 4.5555
C -3.4650 2.4517 2.6882
C -4.6687 0.8681 4.2342
C 0.4597 -1.3105 -1.6029
S 1.9131 -1.8039 -0.9165
H 3.0875 0.8345 -4.0525
H 2.9223 0.1073 -2.4346
H 1.9103 1.4768 -2.8807
H 1.4563 0.6213 -5.7180
H 0.1640 1.2545 -4.6989
H -0.0406 -0.2961 -5.5377
H 2.7157 -1.4687 -5.0654
H 1.1657 -2.2939 -4.8051
H 2.3685 -2.2342 -3.5003
H -1.4727 0.0144 -3.8906
H -2.7617 -0.9510 -1.7666
H 0.0153 -1.9737 0.9807
H -3.0833 -3.2262 -1.1071
H -3.3825 -5.9147 -1.0507
H -2.4728 -7.9327 -1.2627
H -3.5378 -7.7831 0.1517
H -2.3612 -9.0939 0.0597
H -0.0435 -7.5642 -1.0558
H 0.0331 -8.7600 0.2520
H 0.7106 -7.1299 0.4868
H -2.6245 -7.1968 2.3596
H -0.8974 -6.8882 2.6111
H -1.4674 -8.5374 2.2587
H -3.8378 -1.4014 -0.2422
H -4.9397 0.3458 1.4636
H -1.2976 1.5778 4.1013
H -2.1469 0.5402 5.2197
H -2.5736 2.2660 5.1345
H -2.5516 2.5929 2.1115
H -3.6068 3.3036 3.3564
H -4.3057 2.4209 1.9921
H -4.6042 -0.0929 4.7447
H -5.5176 0.8391 3.5492
H -4.8635 1.6440 4.9763
C -2.9268 2.2868 -1.5358
N -1.5366 2.6305 -1.6944
C -1.2784 3.8205 -2.4657
C 0.1880 3.8894 -2.8286
C 1.0074 3.7526 -1.5668
N 0.6534 2.5517 -0.8411
C 1.6339 2.1586 0.1542
C -0.6417 2.1251 -0.7420
O -1.0116 1.3115 0.0825
H -3.3676 2.0675 -2.5143
H -3.5003 3.1097 -1.0850
H -3.0096 1.4109 -0.8988
H -1.5747 4.7260 -1.9089
H -1.9033 3.7869 -3.3648
H 0.4215 4.8282 -3.3362
H 0.4290 3.0648 -3.5055
H 0.8703 4.6439 -0.9320
H 2.0751 3.6997 -1.7986
H 2.6090 2.2019 -0.3360
H 1.5503 1.1211 0.5524
H 1.6470 2.8345 1.0177
S 7.4207 3.6935 4.0772
C 6.0471 2.9214 3.4581
S 5.4812 1.4523 4.1573
C 4.1536 1.3489 3.0270
N 4.1596 2.3544 2.1794
N 5.2233 3.2248 2.4341
C 5.2687 4.3402 1.5454
C 6.1610 5.3976 1.7060
C 6.1450 6.4560 0.8073
C 5.2568 6.4856 -0.2541
C 4.3709 5.4277 -0.4091
C 4.3697 4.3644 0.4748
S 3.0596 0.0653 3.1349
H 6.8584 5.3899 2.5252
H 6.8484 7.2670 0.9557
H 5.2539 7.3165 -0.9483
H 3.6626 5.4212 -1.2295
H 3.6807 3.5471 0.3572



# 7
C18H21N3O3 | the ωB97M-V functional and the def2-TZVPD basis

As for the HOMO energy: -7.86 eV. Its net charge is 0. Its SMILES is CC(C)(C)c1ccc2c(c1)O[C@H](C(=O)N/N=C/c1ccc[nH]1)CO2. The gap between HOMO and LUMO comes out at 0.31176 Ha. The calculation puts the energy relative to the best compared isomer or geometry (same formula, charge and spin) at 325.7 kJ/mol. The spin multiplicity is 1.

Cartesian coordinates (Å):
C 3.7336 3.3899 -1.3481
C 2.2912 3.0371 -1.0150
C 1.9121 3.8262 0.2431
C 1.3810 3.5458 -2.1851
C 2.1662 1.5305 -0.8098
C 2.8152 0.8938 0.2498
C 2.6943 -0.4856 0.4510
C 1.9499 -1.2765 -0.4014
C 1.3257 -0.6790 -1.5209
C 1.4644 0.6975 -1.7167
O 0.5453 -1.4010 -2.4041
C 0.2064 -2.7147 -1.9188
C -0.9543 -2.7110 -0.8770
O -1.4841 -3.8034 -0.6710
N -1.2993 -1.5229 -0.2107
N -2.2631 -1.3098 0.7367
C -3.1279 -2.2012 1.1692
C -4.0669 -1.8256 2.2084
C -4.2478 -0.5533 2.6837
C -5.2231 -0.6404 3.7345
C -5.6139 -1.9297 3.8863
N -4.8833 -2.6757 2.9619
C 1.4213 -3.3695 -1.2356
O 1.9216 -2.6196 -0.1693
H 4.0475 2.8351 -2.2543
H 3.8183 4.4513 -1.6099
H 4.3615 3.1972 -0.4670
H 0.9808 3.4751 0.6855
H 2.6413 3.7670 1.0046
H 1.7736 4.8783 0.0038
H 1.4025 4.6281 -2.2890
H 1.7371 3.1684 -3.1311
H 0.3418 3.2237 -2.0286
H 3.4264 1.4144 0.9762
H 3.1980 -0.9426 1.2594
H 1.0181 1.1043 -2.6415
H -0.1631 -3.3070 -2.7961
H -0.7906 -0.7092 -0.5549
H -3.1981 -3.1797 0.7707
H -3.7522 0.3537 2.3455
H -5.5923 0.2059 4.2975
H -6.3020 -2.2925 4.6340
H -4.9883 -3.6707 2.8008
H 2.1986 -3.4501 -2.0180
H 1.1765 -4.3532 -0.8290



# 8
C2H2Cl2S2 | the ωB97M-V functional and the def2-TZVPD basis

As for the HOMO energy: -9.46 eV. Its net charge is 0. Its SMILES is S=CC(=S)Cl.Cl. The gap between HOMO and LUMO comes out at 0.25840 Ha. The calculation puts the energy relative to the best compared isomer or geometry (same formula, charge and spin) at 89.3 kJ/mol. The spin multiplicity is 1.

Cartesian coordinates (Å):
S 0.1557 1.9125 2.1296
C -0.5626 1.8759 0.6914
C 0.0890 1.9312 -0.6216
S -0.6464 2.0799 -2.0721
Cl 1.7180 1.7642 -0.5120
H -1.6492 1.7316 0.4992
Cl 0.6958 -1.8150 -1.2328
H 0.4094 -1.0226 -0.2204